[1]
Formula: C4H6N2O
Source: OMol25
Level of theory: ωB97M-V/def2-TZVPD

Each line ends with the natural charge from an NBO analysis.
Geometry (Å):
C: 1.82 -1.17 0.09  -0.6488
C: 0.55 -0.43 -0.15  0.2210
C: 0.02 -0.02 -1.32  -0.1091
N: -1.16 0.65 -1.16  -0.5069
C: -1.32 0.66 0.12  0.6390
N: -2.23 1.28 0.96  -0.8145
O: -0.35 -0.01 0.82  -0.4522
H: 1.67 -2.17 0.53  0.2230
H: 2.32 -1.31 -0.88  0.2336
H: 2.53 -0.62 0.73  0.2225
H: 0.38 -0.32 -2.29  0.2054
H: -1.72 1.23 1.84  0.3880
H: -2.51 2.23 0.72  0.3991

Spin multiplicity: 1
E_HOMO, eV: -8.250
SMILES string: Cc1cnc(N)o1
LUMO level, Eh: 0.0330
F_max, eV Å⁻¹: 1.03

***

[2]
Formula: C4H6N2O
Source: OMol25
Level of theory: ωB97M-V/def2-TZVPD

Each line ends with the natural charge from an NBO analysis.
Geometry (Å):
N: 0.64 -1.15 1.87  -0.7877
C: 0.37 -0.43 0.74  0.4724
N: 1.15 0.48 0.25  -0.5293
C: 0.54 0.88 -0.94  0.4702
O: 1.16 1.86 -1.62  -0.6485
C: -0.62 0.24 -1.23  -0.4281
C: -0.92 -0.56 0.00  -0.5010
H: -0.17 -1.47 2.38  0.3843
H: 1.37 -0.76 2.45  0.3961
H: 0.63 2.05 -2.40  0.4808
H: -1.24 0.33 -2.11  0.2171
H: -1.45 -1.52 -0.06  0.2361
H: -1.51 0.05 0.71  0.2376

Spin multiplicity: 1
E_HOMO, eV: -7.860
SMILES string: NC1=NC(O)=CC1
LUMO level, Eh: 0.0313
F_max, eV Å⁻¹: 0.63

***

[3]
Formula: C4H6N2O
Source: OMol25
Level of theory: ωB97M-V/def2-TZVPD

Each line ends with the natural charge from an NBO analysis.
Geometry (Å):
C: -0.92 -1.90 -1.05  -0.4315
N: -1.24 -0.83 -0.14  -0.5528
C: -0.37 0.05 0.07  0.6758
N: -0.45 1.08 1.01  -0.5880
C: 0.73 1.75 1.06  -0.0881
C: 1.58 1.19 0.18  0.0178
O: 0.89 0.18 -0.47  -0.4672
H: -1.73 -2.59 -1.17  0.1958
H: -0.09 -2.50 -0.61  0.1829
H: -0.66 -1.67 -2.10  0.1867
H: -1.22 1.20 1.62  0.4222
H: 0.88 2.64 1.67  0.2274
H: 2.61 1.41 -0.08  0.2190

Spin multiplicity: 1
E_HOMO, eV: -7.802
SMILES string: C/N=c1/[nH]cco1
LUMO level, Eh: 0.0340
F_max, eV Å⁻¹: 2.02

***

[4]
Formula: C4H6N2O
Source: OMol25
Level of theory: ωB97M-V/def2-TZVPD

Each line ends with the natural charge from an NBO analysis.
Geometry (Å):
O: -0.56 -2.38 0.11  -0.6297
C: -0.19 -1.12 0.15  0.6545
C: -0.97 -0.08 0.78  -0.3924
N: -1.22 0.95 -0.31  -0.6325
C: -0.06 1.10 0.53  -0.1349
C: 1.10 0.70 -0.39  -0.2530
N: 0.99 -0.78 -0.33  -0.5512
H: -1.41 -2.39 0.59  0.5156
H: -2.00 1.56 -0.10  0.3620
H: 0.05 1.89 1.27  0.2092
H: 0.64 1.02 -1.33  0.2356
H: 2.13 1.02 -0.17  0.2067
H: 1.58 -1.41 -0.86  0.4101

Spin multiplicity: 1
E_HOMO, eV: -7.380
SMILES string: OC1=C2N[C@@H]2CN1
LUMO level, Eh: 0.0290
F_max, eV Å⁻¹: 1.35

***

[5]
Formula: C4H6N2O
Source: OMol25
Level of theory: ωB97M-V/def2-TZVPD

Each line ends with the natural charge from an NBO analysis.
Geometry (Å):
C: -2.23 0.51 0.19  -0.3403
C: -1.26 -0.43 0.44  -0.2271
C: -0.35 -0.98 -0.52  0.1115
N: 0.91 -0.76 -0.70  -0.5673
C: 1.41 0.27 0.13  0.7456
N: 2.75 0.42 0.01  -0.8124
O: 0.72 0.96 0.87  -0.6367
H: -2.28 1.13 -0.71  0.1974
H: -2.43 -0.83 0.28  0.3180
H: -2.97 0.73 0.96  0.2113
H: -0.77 -1.80 -1.11  0.1955
H: 3.22 1.04 0.65  0.4003
H: 3.28 -0.26 -0.50  0.4042

Spin multiplicity: 1
E_HOMO, eV: -8.616
LUMO level, Eh: 0.0244
F_max, eV Å⁻¹: 0.49

***

[6]
Formula: C4H6N2O
Source: OMol25
Level of theory: ωB97M-V/def2-TZVPD

Each line ends with the Mulliken spin population.
Geometry (Å):
C: -1.48 0.84 1.60  0.0294
C: 0.00 -2.01 -0.35  0.6314
C: 1.35 0.79 -0.31  0.3376
C: 0.49 0.17 -1.14  -0.0745
N: -0.29 -0.83 -0.67  0.9209
N: -0.95 0.98 0.55  0.0091
O: -2.09 0.47 2.49  0.0261
H: -0.76 -2.55 0.21  0.0628
H: 0.96 -2.40 -0.40  0.0544
H: 1.69 1.73 -0.52  0.0057
H: 1.38 0.52 0.78  -0.0018
H: 0.44 0.46 -2.18  0.0020
H: -0.74 1.84 -0.03  -0.0030

Spin multiplicity: 3
E_HOMO (spin up / spin down), eV: -5.084 / -9.902
LUMO level (spin up / spin down), Eh: 0.0206 / -0.0707
F_max, eV Å⁻¹: 7.02

***

[7]
Formula: C4H6N2O2
Source: OMol25
Level of theory: ωB97M-V/def2-TZVPD

Each line ends with the natural charge from an NBO analysis.
Geometry (Å):
C: -2.70 -0.08 0.15  -0.4460
C: -1.61 -0.55 -0.47  -0.0893
C: 1.75 -0.90 0.23  0.1919
C: 0.38 0.89 0.00  0.6287
H: -3.70 0.06 -0.50  0.2500
H: -2.36 -0.24 1.54  0.2671
H: -1.53 -1.09 -1.45  0.2322
H: 1.59 -0.53 1.38  0.1438
H: 2.66 -1.42 -0.07  0.2168
H: -0.88 2.32 0.08  0.3529
N: -0.37 -0.36 0.37  -0.2106
N: 0.24 2.06 0.09  -0.6297
O: 0.56 -1.43 -0.04  -0.3783
O: 1.73 0.53 -0.42  -0.5295

Spin multiplicity: 1
E_HOMO, eV: -9.996
LUMO level, Eh: 0.0201
F_max, eV Å⁻¹: 8.47

***

[8]
Formula: C4H6N2O2
Source: OMol25
Level of theory: ωB97M-V/def2-TZVPD

Each line ends with the natural charge from an NBO analysis.
Geometry (Å):
C: 2.78 0.34 0.06  -0.2833
C: 0.33 -0.15 -0.08  0.8161
C: -2.17 0.59 0.06  0.0111
C: -2.01 -0.92 0.06  -0.1367
H: 3.23 0.64 -1.04  0.2379
H: 2.37 1.08 0.82  0.2332
H: 3.63 -0.51 0.76  0.2060
H: -3.15 1.06 -0.30  0.1966
H: -2.37 -1.36 1.03  0.2062
H: -2.35 -1.43 -0.89  0.2231
N: 0.00 1.00 -0.05  -0.4768
N: -1.28 1.45 -0.12  -0.2036
O: 1.53 -0.59 -0.21  -0.5123
O: -0.55 -1.20 -0.11  -0.5176

Spin multiplicity: 1
E_HOMO, eV: -9.104
LUMO level, Eh: 0.0282
F_max, eV Å⁻¹: 6.48